[1]
Computed, not measured: a structure of composition C23H41LuN2P3Se in a non-equilibrium geometry, with ωB97M-V with the def2-TZVPD basis set.

Atoms and positions in Å:
Lu: -0.45167 0.06747 -0.27552
Se: -0.49884 1.23526 -2.72391
P: 0.27593 -3.09348 0.65197
P: -0.38945 2.82808 0.32481
P: -3.15022 -0.17024 -0.30325
N: -0.33867 0.14681 2.05748
N: 3.39611 -0.15686 5.10350
C: 1.00513 0.01089 4.03460
C: -0.87800 4.18222 -0.81186
C: -0.63786 -3.70639 2.06255
C: 1.53418 0.22957 -6.24042
C: 2.01103 -3.53790 0.71359
C: -0.95762 3.52622 1.92746
C: -1.38433 0.09150 4.21647
C: -3.81179 -0.29280 -2.00448
C: 2.12072 0.20990 -3.49614
C: -4.00202 -1.57094 0.52381
C: 2.32887 -0.07878 4.62374
C: 2.82307 -0.10850 -5.80590
C: -1.45559 0.15882 2.83478
C: 4.42260 0.14493 0.97403
C: -0.37381 -3.69172 -0.90482
C: -0.14045 0.01791 4.83226
C: 0.88605 0.07432 2.65672
C: 3.10868 -0.11679 -4.43172
C: 0.83387 0.59825 -3.93004
C: 0.54189 0.55820 -5.31597
C: -4.10117 1.25977 0.35782
C: 4.58119 0.07809 -0.35958
C: 1.41997 3.14830 0.46826
H: -3.74950 2.19279 -0.10279
H: 4.88683 -0.84838 -0.86687
H: -5.07146 -1.56619 0.26564
H: -3.55789 -2.52277 0.19947
H: 0.03027 -4.70017 -1.08046
H: -0.03901 -0.02977 5.91496
H: -3.44790 -1.21738 -2.47105
H: 2.61041 -2.68732 0.36051
H: 2.00929 2.34227 0.00564
H: -3.97196 1.35081 1.44409
H: -0.65070 -4.80291 2.05165
H: -0.46197 0.82440 -5.64999
H: 4.10886 -0.37320 -4.08474
H: 4.15929 1.08444 1.47100
H: -2.02127 3.29598 2.07740
H: 4.44961 0.96798 -0.99159
H: 1.70113 3.22739 1.52666
H: -1.96607 4.31958 -0.78547
H: 1.65703 4.09333 -0.03955
H: 1.76074 0.03587 1.99185
H: -0.38171 3.09455 2.75659
H: -0.57816 3.93045 -1.83751
H: 0.20522 -1.65341 0.82248
H: -0.05557 -3.04520 -1.73713
H: -1.67257 -3.34145 2.05079
H: -1.46934 -3.74486 -0.89291
H: 2.31693 -3.79150 1.73695
H: -0.82764 4.61903 1.92702
H: 4.60933 -0.72030 1.62312
H: 2.18422 -4.39982 0.05188
H: 1.29753 0.23917 -7.30564
H: -2.30898 0.10066 4.78552
H: -4.91024 -0.30627 -1.98156
H: -5.16952 1.12468 0.13804
H: -0.17653 -3.36344 2.99826
H: -2.41373 0.23981 2.31608
H: -3.89808 -1.50203 1.61551
H: 2.34337 0.19694 -2.42812
H: -3.45255 0.55441 -2.60388
H: 3.59501 -0.37723 -6.52986
H: -0.39052 5.11697 -0.50224

Summary:
LUMO level in eV: -9.96
Energy relative to the best compared isomer or geometry (same formula, charge and spin) in kJ/mol: 13.59
Orbital gap in eV: 5.3
Total energy in hartree: -5670.5417
HOMO level in eV: -15.3
Total charge: +3

---

[2]
Computed, not measured: a cluster of 2 separate species, C3H10NP in total in a non-equilibrium geometry, with ωB97M-V with the def2-TZVPD basis set.

Atoms and positions in Å:
P: 1.27707 0.63703 -1.10874
N: 0.29641 1.57654 -0.18912
C: -1.40540 -0.92121 0.10953
C: -1.63971 0.50739 0.37045
C: 2.14160 -0.17594 0.22923
H: -0.64632 -1.21381 -0.80600
H: -1.47451 0.90819 1.30473
H: 0.28585 -0.55461 -1.39230
H: 1.64817 -1.08887 0.63496
H: -0.94266 -1.51045 0.91547
H: -0.24878 2.21110 -0.70215
H: 2.07402 0.47954 1.10062
H: 3.20898 -0.25088 0.14325
H: -2.26776 -1.40933 -0.25527
H: -2.30697 0.80529 -0.35467

Summary:
LUMO level in eV: 0.28
Energy relative to the best compared isomer or geometry (same formula, charge and spin) in kJ/mol: 394.85
Orbital gap in eV: 8.5
Total energy in hartree: -516.2595
HOMO level in eV: -8.2

---

[3]
Computed, not measured: an isolated molecule of C3H9N3O in a non-equilibrium geometry, with ωB97M-V with the def2-TZVPD basis set.

Atoms and positions in Å:
O: 1.98142 0.96481 -0.08775
N: -0.40559 -1.77312 -0.37330
N: 1.41117 -0.28697 -0.46382
N: 0.11501 -0.35619 1.45501
C: 0.02373 -0.40280 -0.04071
C: -0.89150 0.55060 -0.70911
C: -1.14251 1.63098 -0.00352
H: 1.47739 -0.33154 -1.47195
H: -1.70928 2.39760 -0.43476
H: -0.66043 -0.83808 1.85512
H: 1.25898 1.36315 0.44871
H: -0.57056 -1.98566 -1.34808
H: -0.83493 1.73107 0.96818
H: 0.95805 -0.74188 1.86162
H: 0.28860 -2.41824 0.00771
H: -1.29954 0.49627 -1.66335

Summary:
LUMO level in eV: 1.03
Energy relative to the best compared isomer or geometry (same formula, charge and spin) in kJ/mol: 343.54
SMILES: C=CC(N)(N)NO
Orbital gap in eV: 9.8
Total energy in hartree: -359.1136
HOMO level in eV: -8.8

---

[4]
Computed, not measured: a structure of composition C33H44AsBr2HoN4OS2 in a non-equilibrium geometry, with ωB97M-V with the def2-TZVPD basis set.

Atoms and positions in Å:
Ho: 0.49887 -0.31396 -0.91107
Br: -1.04176 6.55741 0.69128
Br: 0.02820 3.79355 -4.05993
As: 1.40841 -3.10613 0.38255
S: 3.03427 -0.60247 -1.56424
S: -2.67658 -1.41252 0.14968
O: 0.32708 1.45525 -2.02255
N: -1.79192 -0.65682 -0.99165
N: 3.12187 1.90531 -0.97947
N: 0.44431 1.50526 0.68354
N: 3.37840 1.41565 -3.25916
C: 2.95217 -3.09927 1.65312
C: 0.03212 3.93294 2.05844
C: -0.01262 3.79283 -2.17555
C: 4.46140 3.14790 -4.67532
C: 0.84491 0.18889 2.65799
C: -0.60587 -3.61422 2.55237
C: 2.84023 -5.42945 -0.93359
C: 0.57861 1.55461 1.99742
C: 3.38106 -4.44225 2.23893
C: -0.08178 3.90399 0.62938
C: 0.04346 -4.23486 1.27602
C: -2.96896 1.16238 1.17808
C: 1.91346 -4.20029 -1.17390
C: -6.09230 -3.44087 -0.32784
C: -4.68504 1.65854 2.83902
C: -3.42312 -0.15107 1.15193
C: -4.19841 -2.02608 -0.53340
C: 0.33270 2.76958 2.73175
C: -0.34652 5.04980 -0.17716
C: -5.08400 0.35553 2.86169
C: 3.16756 2.68681 -3.99490
C: -6.77674 -2.59408 -1.22007
C: 3.78530 3.72755 0.49479
C: 0.14084 2.69167 -0.02525
C: -0.24429 5.03981 -1.55165
C: 3.56789 3.29680 -0.95720
C: 0.13391 2.60363 -1.45042
C: -4.86782 -1.20123 -1.45102
C: 3.24102 1.09075 -1.99352
C: -6.19127 -1.47649 -1.76667
C: -3.64520 2.04923 2.03120
C: -4.77718 -3.16078 0.02996
C: -4.44916 -0.55400 2.01901
H: 0.38632 2.71742 3.81121
H: 2.97836 -5.98273 -1.82623
H: 1.19937 -0.54801 1.95458
H: -6.69699 -0.83930 -2.42100
H: -0.76371 -4.40227 0.58464
H: -2.35615 -0.02042 -1.55780
H: 4.11663 -4.23827 2.99572
H: 4.43723 3.39680 -1.55580
H: 4.53288 3.11367 0.99482
H: -7.76594 -2.84214 -1.59992
H: -5.18696 2.38837 3.45984
H: 2.64963 -2.42934 2.44733
H: -6.61026 -4.22534 0.16392
H: -3.26299 3.07243 2.01198
H: 2.42420 -6.08571 -0.20265
H: 3.81668 -2.62882 1.12088
H: 0.39794 -5.24705 1.39590
H: -4.81356 -1.56319 2.04795
H: 2.41300 -3.50958 -1.88407
H: 3.77507 -5.11820 1.52589
H: -0.49290 5.99355 -2.03032
H: 4.04784 4.78371 0.63849
H: -2.23678 1.55054 0.43845
H: 4.20128 3.99353 -5.33238
H: 3.45785 0.63800 -3.86916
H: 4.81614 2.31421 -5.33551
H: 2.47162 2.35973 -4.76526
H: -4.25084 -3.77040 0.76677
H: -5.94042 0.09189 3.43795
H: -0.92629 -2.62632 2.32638
H: 1.53082 0.32340 3.50952
H: 0.95150 -4.55633 -1.58076
H: 2.45496 -4.98365 2.67665
H: 3.83466 -5.08325 -0.60261
H: 2.76633 3.44532 -3.34486
H: -0.11884 4.89527 2.54619
H: 2.74818 3.92504 -1.42393
H: 0.04754 -3.46582 3.44730
H: -1.53445 -4.18869 2.74605
H: 5.25825 3.32019 -3.96312
H: 2.88819 3.50854 1.02593
H: -0.10709 -0.11968 3.13311
H: -4.28559 -0.46678 -1.96556
H: 3.04980 1.49083 -0.05911

Summary:
2S+1: 5
LUMO level (spin up / spin down) in eV: -5.52 / -5.50
Energy relative to the best compared isomer or geometry (same formula, charge and spin) in kJ/mol: 7.70
Orbital gap (spin up / spin down) in eV: 7.3 / 7.4
Total energy in hartree: -10705.9866
HOMO level (spin up / spin down) in eV: -12.9 / -12.9
Total charge: +2

---

[5]
Computed, not measured: a cluster of 2 separate species, C16H37BF4N2 in total in a non-equilibrium geometry, with ωB97M-V with the def2-TZVPD basis set.

Atoms and positions in Å:
F: -5.93983 -0.95015 0.40956
F: -7.27111 -0.09584 2.09419
F: -5.02119 0.41900 2.02301
F: -6.45520 1.30060 0.44711
N: -2.63574 -0.78650 0.88258
N: -1.76172 -0.42470 -0.15596
C: 2.40645 2.32475 0.31984
C: -1.79345 1.05597 -2.24018
C: 3.89607 -0.92624 -1.35625
C: 3.57597 0.60721 -1.23946
C: 1.02346 2.78379 -0.26924
C: 5.20909 -1.28183 -0.57077
C: -0.70404 -0.87046 2.56777
C: -1.03893 -1.56860 -0.76445
C: -2.62335 0.25833 -1.20385
C: 4.90583 -2.07512 0.75128
C: -1.06482 2.31239 -1.64456
C: 2.76117 0.82128 0.09069
C: 0.47057 1.91998 -1.44533
C: -1.98250 -1.54382 1.95863
C: -0.82075 0.68095 2.76611
C: -1.98678 -2.76854 -1.15077
B: -6.18565 0.16753 1.24334
H: 4.07716 -1.15921 -2.42403
H: -0.24439 -1.97707 -0.10824
H: -3.05983 0.03239 1.32439
H: 1.16653 3.82275 -0.64112
H: 0.20892 -1.17678 2.00907
H: -2.06063 -2.78443 -2.25997
H: 4.50126 1.20460 -1.11249
H: -1.84645 1.07819 2.66274
H: 5.87373 -2.26818 1.26117
H: -1.50149 2.67933 -0.69974
H: -1.08470 0.43642 -2.82937
H: 3.01078 -1.50312 -1.02225
H: -0.51201 -1.27959 -1.69245
H: -1.51456 -3.72465 -0.86790
H: 4.26721 -1.49411 1.44129
H: -2.72977 -1.60960 2.77619
H: 0.47042 0.82903 -1.24898
H: -1.79358 -2.59900 1.66741
H: -3.21820 1.00538 -0.63304
H: -0.18935 1.16695 1.98266
H: 4.44255 -3.04610 0.49948
H: 5.81465 -1.96091 -1.20190
H: -3.01650 -2.65094 -0.77289
H: -2.52218 1.43537 -2.99014
H: 0.24563 2.84356 0.51682
H: 0.98285 2.09257 -2.41024
H: -3.35621 -0.43938 -1.64413
H: -1.05297 0.27994 0.10619
H: 2.34900 2.47236 1.42156
H: 3.43442 0.49033 0.90790
H: 5.78871 -0.35857 -0.37253
H: 1.87461 0.15127 0.13828
H: -0.57419 -1.31350 3.57889
H: 3.22159 2.97518 -0.04419
H: -0.35258 0.95857 3.72667
H: -1.05794 3.08448 -2.44043
H: 2.99395 0.94650 -2.11792

Summary:
LUMO level in eV: -0.06
Orbital gap in eV: 10.3
Total energy in hartree: -1165.7830
HOMO level in eV: -10.4

---

[6]
Computed, not measured: an isolated molecule of C5H5NO2 in a non-equilibrium geometry, with ωB97M-V with the def2-TZVPD basis set.

Atoms and positions in Å:
O: -1.07774 1.56652 1.49306
O: 1.89298 -1.17937 -1.39477
N: 0.01352 0.88233 2.06905
C: -1.39706 0.94687 0.34964
C: 0.60106 -1.15609 -1.91208
C: -0.42752 -0.10755 0.06492
C: 0.50847 0.07910 1.06211
C: -0.48748 -0.75275 -1.13885
H: -2.33731 1.19792 -0.29744
H: 1.38188 -0.61374 1.10588
H: 0.28020 -1.59102 -2.86448
H: 2.65118 -1.50566 -2.05371
H: -1.37745 -0.81852 -1.71434

Summary:
LUMO level in eV: 0.40
Energy relative to the best compared isomer or geometry (same formula, charge and spin) in kJ/mol: 399.62
SMILES: O/C=C\c1cnoc1
Orbital gap in eV: 8.4
Total energy in hartree: -398.6263
HOMO level in eV: -8.0

---

[7]
Computed, not measured: an isolated molecule of C5H7NS in a non-equilibrium geometry, with ωB97M-V with the def2-TZVPD basis set.

Atoms and positions in Å:
S: -2.47327 0.31130 0.10637
N: 0.20648 -0.23701 0.40497
C: -0.40010 0.97167 0.19387
C: 1.57718 -0.31590 0.01909
C: 0.02394 2.10606 -0.24113
C: -1.92094 -1.25567 0.06215
C: -0.55774 -1.33806 0.15730
H: -0.02843 -2.26731 -0.02729
H: -2.62506 -2.08809 0.05257
H: -0.80841 2.78928 -0.27484
H: 1.70624 -0.34154 -1.04663
H: 2.00161 -1.18422 0.54264
H: 2.15319 0.66232 0.40350
H: 1.14532 2.18715 -0.35259

Summary:
LUMO level in eV: 0.65
Energy relative to the best compared isomer or geometry (same formula, charge and spin) in kJ/mol: 271.94
SMILES: C=C1SC=CN1C
Orbital gap in eV: 7.8
Total energy in hartree: -647.5535
HOMO level in eV: -7.1

---

[8]
Computed, not measured: a structure of composition C17H23NOP2Pt, with ωB97M-V with the def2-TZVPD basis set.

Atoms and positions in Å:
Pt: -0.34196 0.76447 -0.34824
P: -1.06439 -1.27186 -1.39331
P: 1.72900 0.30033 -1.45327
O: -1.80636 2.97581 -2.00446
N: -0.92954 1.68596 1.81724
C: 1.86443 0.94555 -3.12908
C: 2.91679 -2.29438 -1.80669
C: 0.50828 -2.19707 -1.60039
C: -1.28337 2.18136 -1.41910
C: -1.61536 2.63032 4.46590
C: -1.48688 3.49858 3.31714
C: -1.38972 1.27886 4.20478
C: -1.05683 0.86118 2.93636
C: -1.13445 2.95742 2.01499
C: -2.22002 -2.29653 -0.46493
C: 1.69609 -1.52784 -1.61282
C: 2.91560 -3.69867 -1.98610
C: 0.52372 -3.63498 -1.79722
C: 1.72100 -4.36879 -1.98048
C: 3.23520 0.77422 -0.58755
C: -1.96198 3.18279 5.77469
C: -1.75214 -1.08624 -3.04827
H: -2.67861 -0.51016 -2.98802
H: 3.87408 -1.78227 -1.80669
H: -1.45811 0.53784 4.99191
H: -2.96863 3.63149 5.72535
H: 2.72161 0.49218 -3.63366
H: -2.50996 -3.16907 -1.05619
H: -1.66211 4.56733 3.40051
H: -0.86626 -0.19091 2.76779
H: -1.04745 3.64440 1.18112
H: 2.03861 2.02297 -3.07101
H: 3.86175 -4.20824 -2.12632
H: 3.18383 1.84414 -0.37630
H: -1.99560 -2.07188 -3.45429
H: 1.66326 -5.44197 -2.12008
H: -1.80810 -2.61880 0.49137
H: -1.29611 4.02015 6.02709
H: 3.35860 0.23433 0.35126
H: -1.06025 -0.58356 -3.72279
H: -3.12293 -1.70847 -0.28569
H: -0.41627 -4.17804 -1.81049
H: 4.10072 0.60734 -1.23459
H: -1.94294 2.43633 6.56388
H: 0.96373 0.76438 -3.71335

Summary:
2S+1: 5
LUMO level (spin up / spin down) in eV: -12.77 / -16.45
Orbital gap (spin up / spin down) in eV: 8.0 / 6.4
Total energy in hartree: -1591.9064
HOMO level (spin up / spin down) in eV: -20.8 / -22.9
Total charge: +4